Record 1
CHN2O4 | ωB97M-V/def2-TZVPD

## Properties
E_HOMO (alpha / beta): -4.292 / -4.799 eV
energy above the lowest of the compared OMol25 structures with the same formula, charge and spin: 279.6 kJ/mol
HOMO-LUMO gap (alpha / beta): 0.2641 / 0.3235 Eh
E_LUMO (alpha / beta): 2.8939 / 4.0054 eV

Geometry as ORCA input:
```
! wB97M-V def2-TZVPD RIJCOSX def2/J DEFGRID3
* xyz -1 1
C 1.5144 0.2273 -0.1507
N 0.2340 0.6363 0.2226
N -1.7671 -0.6212 -0.1010
O 2.1513 1.3009 0.0533
O 1.9653 -0.8270 -0.5933
O -2.6687 0.0523 -0.5077
O -1.4783 -1.8171 -0.0655
H 0.0492 1.0484 1.1424
*
```


Record 2
H3N3O | ωB97M-V/def2-TZVPD

## Properties
structure (SMILES): [H]/N=[N+](/N)[O-]
E_HOMO: -9.960 eV
energy above the lowest of the compared OMol25 structures with the same formula, charge and spin: 262.8 kJ/mol
HOMO-LUMO gap: 0.3984 Eh
E_LUMO: 0.8825 eV

Geometry as ORCA input:
```
! wB97M-V def2-TZVPD RIJCOSX def2/J DEFGRID3
* xyz 0 1
N 0.6479 1.2881 -0.1177
N -0.4198 -0.6835 -0.1369
N 0.6987 0.0865 -0.0419
O 1.7747 -0.6669 0.0588
H 1.5533 1.8139 0.0579
H -1.3055 -0.4422 -0.7160
H -0.2194 -1.6275 0.2303
*
```


Record 3
C12H30AlNOSi | ωB97M-V/def2-TZVPD

## Properties
E_HOMO: -6.194 eV
HOMO-LUMO gap: 0.0974 Eh
E_LUMO: -3.5426 eV

Geometry as ORCA input:
```
! wB97M-V def2-TZVPD RIJCOSX def2/J DEFGRID3
* xyz 0 1
C 1.3631 4.9981 -3.1441
Si 1.2788 3.1394 -2.7390
C -0.5537 2.6184 -2.7895
C 2.2422 2.1915 -4.0741
Al 2.1865 2.5191 -0.5207
H 1.9338 5.1289 -4.0654
H 1.8212 5.5925 -2.3596
H 0.3634 5.3770 -3.3623
H -0.6898 1.7682 -2.1210
H -0.8983 2.3563 -3.7902
H -1.1732 3.4332 -2.4178
H 2.9842 2.8653 -4.5039
H 1.5882 1.8390 -4.8711
H 2.7932 1.3618 -3.6372
H 0.9333 2.4035 0.5416
H 3.3959 3.4479 0.0049
H 2.7481 0.9888 -0.7323
C -1.1845 -3.7865 2.4232
C -0.4540 -2.4413 2.6699
C -1.4044 -1.3123 3.1320
C -2.1689 -0.5377 2.0547
C -1.2731 -0.1562 0.8793
C -0.5555 -1.3678 0.2774
N 0.2458 -1.9674 1.4188
O 1.2704 -1.4006 1.6265
C -1.5749 -2.3376 -0.3324
C 0.3964 -0.9349 -0.8162
C 0.5677 -2.6986 3.7657
H -1.2736 -4.0449 1.3734
H -0.6298 -4.6025 2.8803
H -2.1851 -3.7754 2.8487
H -0.8052 -0.5924 3.6946
H -2.0992 -1.7587 3.8416
H -3.0384 -1.1030 1.7133
H -2.5629 0.3727 2.5064
H -1.8476 0.3075 0.0790
H -0.5323 0.5850 1.1949
H -1.0850 -3.2219 -0.7403
H -2.0676 -1.8194 -1.1512
H -2.3539 -2.6608 0.3533
H 1.0521 -0.1684 -0.4190
H -0.1794 -0.5195 -1.6392
H 0.9950 -1.7610 -1.2022
H 1.3449 -3.3846 3.4299
H 0.0417 -3.1543 4.6017
H 1.0442 -1.7864 4.1176
*
```


Record 4
C6H9ClN2O2 | ωB97M-V/def2-TZVPD

## Properties
E_HOMO: -8.980 eV
energy above the lowest of the compared OMol25 structures with the same formula, charge and spin: 253.8 kJ/mol
HOMO-LUMO gap: 0.3485 Eh
E_LUMO: 0.5042 eV

Geometry as ORCA input:
```
! wB97M-V def2-TZVPD RIJCOSX def2/J DEFGRID3
* xyz 0 1
C 0.0529 -1.1248 1.1975
C -0.7878 -2.5317 -0.5367
C -0.3027 0.2833 0.7933
C 0.1779 -0.0998 -1.4299
C 0.7784 2.4998 0.4996
C 0.9938 1.0791 0.9126
N -0.0243 -2.1985 0.5023
N -0.7287 0.3968 -0.6146
O -0.1478 -3.0697 -1.5412
O -1.9958 -2.4022 -0.4822
Cl -0.2631 -0.0214 -3.1388
H 0.5141 -1.2954 2.2309
H -1.0341 0.7221 1.3607
H 1.7680 3.1133 0.4649
H 0.2060 3.0760 1.2285
H 0.3725 2.5468 -0.5468
H 1.3230 0.9473 1.9526
H 1.6272 0.5822 0.1117
H -1.6646 0.6390 -0.7120
H -0.8650 -3.1423 -2.2525
*
```


Record 5
CH6N5S | ωB97M-V/def2-TZVPD

## Properties
structure (SMILES): [H]/N=[N+](N)/N=C(/N)S
E_HOMO: -14.195 eV
energy above the lowest of the compared OMol25 structures with the same formula, charge and spin: 48.8 kJ/mol
HOMO-LUMO gap: 0.3337 Eh
E_LUMO: -5.1132 eV

Geometry as ORCA input:
```
! wB97M-V def2-TZVPD RIJCOSX def2/J DEFGRID3
* xyz 1 1
C -1.4155 -0.4075 0.0582
N -0.1236 -0.5447 0.2453
N -2.1509 -1.4561 0.0437
N 1.9746 -0.0468 -0.3312
N 0.6757 1.7481 0.2918
N 0.8172 0.5222 0.0716
S -2.3614 1.0990 -0.0879
H -1.7714 -2.3011 0.1408
H -3.0111 -1.3831 -0.3957
H 1.6679 -1.0004 -0.6025
H 2.8721 0.4081 -0.4044
H -1.2435 1.8947 0.1319
H 1.4049 2.4286 -0.1925
*
```


Record 6
C13H3BCl7F4O2Rh | ωB97M-V/def2-TZVPD

## Properties
E_HOMO (alpha / beta): -9.015 / -9.015 eV
energy above the lowest of the compared OMol25 structures with the same formula, charge and spin: 31.9 kJ/mol
HOMO-LUMO gap (alpha / beta): 0.2541 / 0.2541 Eh
E_LUMO (alpha / beta): -2.1003 / -2.1016 eV

Geometry as ORCA input:
```
! wB97M-V def2-TZVPD RIJCOSX def2/J DEFGRID3
* xyz 0 1
Rh 0.6922 -0.5395 -0.8571
Cl -1.2702 -1.1426 2.1536
C 0.0521 -2.1472 1.7154
C 0.8010 -1.8615 0.5900
C 1.8641 -2.6757 0.2819
Cl 2.7300 -2.1130 -1.1503
C 2.2402 -3.7815 1.0150
Cl 3.5857 -4.7310 0.5451
C 1.4772 -4.0711 2.1472
Cl 1.8905 -5.4277 3.1131
C 0.3963 -3.2556 2.4983
Cl -0.5152 -3.6202 3.9053
Cl -2.3680 5.7751 -0.3461
C -1.3714 4.3630 -0.2189
C -0.9138 3.9636 1.0382
C -0.1319 2.8410 1.1678
Cl 0.4294 2.3761 2.7326
C 0.2272 2.0562 0.0501
O 0.9966 1.0103 0.2632
C -0.2304 2.4956 -1.2165
C 0.1641 1.8468 -2.4483
O 0.7985 0.7961 -2.5413
C -1.0270 3.6475 -1.3347
H -1.1770 4.5319 1.9193
H -0.0847 2.3731 -3.3784
H -1.3631 3.9611 -2.3145
F -1.2971 -0.3585 -0.8374
B -1.6590 -1.3858 -1.9387
F -2.6547 -2.1542 -1.4772
F -1.8870 -0.6723 -3.0643
F -0.3947 -2.0998 -2.0124
*
```


Record 7
C40H43N4O | ωB97M-V/def2-TZVPD

## Properties
E_HOMO: -10.420 eV
energy above the lowest of the compared OMol25 structures with the same formula, charge and spin: 0.0 kJ/mol
HOMO-LUMO gap: 0.1879 Eh
E_LUMO: -5.3068 eV

Geometry as ORCA input:
```
! wB97M-V def2-TZVPD RIJCOSX def2/J DEFGRID3
* xyz 1 1
C -4.3270 1.8185 3.0059
C -3.6673 1.9197 4.2373
C -2.4027 1.3501 4.4046
C -1.7967 0.6711 3.3440
C -0.3956 0.0922 3.5398
C 0.7068 1.0946 3.2186
C 1.9092 1.0488 3.9354
C 2.9196 1.9777 3.6748
C 2.7397 2.9484 2.6799
C 1.5400 2.9931 1.9617
C 0.5239 2.0690 2.2319
C -0.1820 -1.1872 2.7070
C -1.2284 -2.2965 2.9811
C -0.4508 -3.6128 2.8216
C 1.0312 -3.2422 3.0508
N 1.0728 -1.8123 2.9386
C -2.4462 0.5773 2.1089
C -3.7115 1.1558 1.9406
H -5.3147 2.2633 2.8742
H -4.1304 2.4459 5.0713
H -1.8705 1.4270 5.3581
H -0.2995 -0.2012 4.6000
H 2.0403 0.2877 4.7116
H 3.8419 1.9414 4.2559
H 3.5273 3.6763 2.4761
H 1.3804 3.7520 1.1945
H -0.4186 2.1151 1.6815
H -0.2382 -0.8970 1.6356
H -1.6040 -2.1965 4.0107
H -2.0846 -2.2042 2.3054
H -0.7915 -4.3774 3.5253
H -0.5848 -3.9979 1.8022
H 1.3347 -3.5651 4.0647
H 1.7097 -3.7426 2.3393
H 1.9420 -1.3195 2.7889
H -1.9696 0.0648 1.2657
H -4.2017 1.0780 0.9700
C 1.0794 -4.9151 -6.8714
N 0.6913 -4.3202 -5.6156
C -0.5652 -3.8185 -5.4287
O -1.4484 -3.7863 -6.2804
C -0.6420 -3.3116 -3.9927
C -1.7140 -4.0244 -3.1636
C -3.1015 -3.8122 -3.7278
C -3.8358 -4.9024 -4.2032
C -5.0897 -4.6988 -4.7812
C -5.6232 -3.4065 -4.8651
C -4.8906 -2.3182 -4.3762
C -3.6300 -2.5197 -3.8037
N 0.7222 -3.5449 -3.5029
C 1.0867 -3.1859 -2.2573
C 2.3595 -3.4032 -1.7382
C 2.8131 -3.0487 -0.4688
C 4.1519 -3.2962 0.0105
C 4.5607 -2.9194 1.3229
C 5.8503 -3.1573 1.7790
C 6.7947 -3.7827 0.9471
C 8.1352 -4.0377 1.3994
N 9.2340 -4.2558 1.7442
C 6.4221 -4.1628 -0.3485
C 5.1346 -3.9276 -0.8117
C 1.6046 -4.1960 -4.4861
C 2.0703 -5.5943 -4.0434
C 2.8084 -3.3319 -4.8945
H 0.2213 -4.8947 -7.5473
H 1.9123 -4.3591 -7.3174
H 1.4017 -5.9517 -6.7176
H -0.8542 -2.2268 -4.0129
H -1.4770 -5.1013 -3.1319
H -1.6508 -3.6280 -2.1374
H -3.3929 -5.9011 -4.1442
H -5.6401 -5.5516 -5.1775
H -6.6061 -3.2505 -5.3110
H -5.2898 -1.3068 -4.4519
H -3.0388 -1.6759 -3.4353
H 0.3067 -2.6943 -1.6655
H 3.0676 -3.8999 -2.3962
H 2.1065 -2.5351 0.1906
H 3.8381 -2.4289 1.9814
H 6.1507 -2.8624 2.7867
H 7.1582 -4.6462 -0.9952
H 4.8829 -4.2324 -1.8290
H 1.1995 -6.2425 -3.8757
H 2.7026 -6.0313 -4.8271
H 2.6509 -5.5579 -3.1200
H 2.4515 -2.3892 -5.3288
H 3.4513 -3.0976 -4.0449
H 3.4066 -3.8710 -5.6399
*
```


Record 8
C3H5IO | ωB97M-V/def2-TZVPD

## Properties
structure (SMILES): C=C(C)OI
E_HOMO: -8.658 eV
energy above the lowest of the compared OMol25 structures with the same formula, charge and spin: 177.9 kJ/mol
HOMO-LUMO gap: 0.2885 Eh
E_LUMO: -0.8078 eV

Geometry as ORCA input:
```
! wB97M-V def2-TZVPD RIJCOSX def2/J DEFGRID3
* xyz 0 1
C 0.1077 1.5132 -0.4909
C -0.3375 0.2412 -0.2053
C 0.7527 -0.8933 0.1847
O -1.6030 -0.0822 -0.0207
I -2.3595 -1.2639 1.2867
H -0.5418 2.4305 -0.8124
H 1.1130 1.7154 -0.6802
H 1.7579 -0.8291 -0.2099
H 0.8259 -1.0502 1.1812
H 0.2846 -1.7817 -0.2332
*
```


Listing F_max for the structures above in their given order: 3.0 5.3 3.5 3.6 4.6 0.8 2.8 5.3 eV/A.